1.
ORCA calculation (ωB97M-V with the def2-TZVPD basis set) on a structure of composition C6H10N2.

```
18
Properties=species:S:1:pos:R:3:forces:R:3
C 0.0314 -0.9397 0.9132 0.08 0.19 0.02
C -2.6122 -0.4127 -0.0419 -0.12 -0.16 0.09
C -1.3884 0.3594 -0.2969 0.42 0.38 -0.14
C 2.3292 0.2956 -0.5642 0.00 -0.18 0.02
C 0.8066 0.1161 1.2955 -0.23 -0.06 -0.23
C -0.7411 1.2922 -0.8196 -0.32 -0.32 0.11
N 1.5057 0.8612 0.3999 -0.14 0.07 -0.04
N 2.9455 -0.8105 -0.4255 -0.12 0.22 -0.02
H 3.5551 -0.9727 -1.2239 -0.07 0.04 0.04
H 2.4408 0.9559 -1.4307 0.02 -0.07 0.03
H 0.2698 -1.4984 0.0195 0.00 0.03 -0.05
H -0.6029 -1.4306 1.6411 0.00 0.02 0.01
H 0.6224 0.5893 2.2572 0.02 -0.04 -0.01
H -3.4299 -0.0063 -0.6445 0.09 -0.01 0.04
H -2.4854 -1.4664 -0.2978 0.02 0.07 0.01
H -2.9030 -0.3584 1.0091 0.04 0.01 -0.06
H 0.5368 1.3471 -0.2505 0.27 -0.19 0.17
H -0.8804 2.0790 -1.5401 0.03 -0.02 0.03
```
Positions in Å, forces in eV/Å.

Calculated values
Lowest unoccupied orbital energy ... 0.70 eV
ΔE to the lowest compared entry with this formula, charge and spin ... 448.3 kJ/mol

=====

2.
ORCA calculation (ωB97M-V with the def2-TZVPD basis set) on an isolated molecule of C6H10N2 in a non-equilibrium geometry.

```
18
Properties=species:S:1:pos:R:3:forces:R:3
C -0.3156 -1.5109 0.5791 -0.66 0.72 -0.58
C -0.5183 -0.1905 1.4267 -2.40 0.76 -2.82
C -0.7992 2.0235 -0.1611 -2.31 2.07 -0.10
C 0.4991 1.2491 -0.2942 0.27 -2.40 -1.72
C 0.5839 0.0863 -1.3475 2.73 -1.60 0.82
C 0.2333 -1.3149 -0.8747 1.61 2.37 3.05
H -1.1081 -2.2843 0.4711 -0.57 1.46 0.23
H 0.1649 -1.9319 1.3640 3.34 -2.68 1.35
H -1.4520 -0.2204 1.9822 0.23 -0.13 0.54
H 0.3312 0.2382 1.9233 0.55 -0.81 1.06
H -0.5637 3.0552 0.4011 -0.85 -2.33 -0.53
H -1.8447 2.0946 -0.8406 3.45 0.27 1.11
H 1.4798 1.6749 0.3182 -2.67 -1.33 -1.28
H 0.4604 0.3461 -2.3570 -0.27 0.17 -1.22
H 2.2040 -0.8963 -0.2318 -1.76 -0.73 -3.26
H -0.3087 -1.9865 -1.4129 -0.99 -1.52 -2.37
N -0.6983 0.6705 0.2838 -0.20 3.45 2.32
N 1.6519 -1.1027 -1.2299 0.50 2.25 3.38
```
Positions in Å, forces in eV/Å.

Calculated values
Lowest unoccupied orbital energy ... 1.08 eV
ΔE to the lowest compared entry with this formula, charge and spin ... 693.9 kJ/mol
SMILES string ... C1CN2C[C@@H]2[C@H]2N[C@@H]12

=====

3.
ORCA calculation (ωB97M-V with the def2-TZVPD basis set) on a structure of composition C6H10N2 in a non-equilibrium geometry.

```
18
Properties=species:S:1:pos:R:3:forces:R:3
C -0.2349 -1.0812 -0.0313 -2.48 1.33 0.71
C 0.4711 -0.2077 1.0638 1.38 0.31 2.37
C 0.2778 1.0239 0.0953 -0.28 -2.13 1.49
C -1.1104 0.4347 -0.0540 -0.47 0.52 -4.48
C 1.2043 0.5351 -0.9970 -0.96 -4.47 -2.80
C 0.7694 -0.8434 -1.1044 2.79 1.44 -1.41
H -2.6577 -2.2149 0.0643 4.03 -0.64 -0.14
H -0.0287 -3.4425 -0.9751 -2.37 2.47 2.63
H 1.5643 -0.5355 1.3358 -2.08 0.66 -0.22
H -0.1957 0.1853 1.8917 1.12 -1.58 -0.05
H -0.2942 3.0134 0.1337 1.67 -1.92 2.21
H 1.0139 2.4074 1.1736 1.20 1.61 0.58
H -1.6138 0.8627 0.8067 -0.58 -1.18 0.25
H -1.6281 0.9586 -1.0085 0.70 -1.99 1.54
H 1.9131 0.9189 -1.7882 -0.91 0.13 1.48
H 1.2666 -1.7955 -1.6836 -1.41 2.79 1.19
N -0.8272 -2.4526 0.2494 -0.42 0.48 -2.48
N 0.1099 2.2333 0.8278 -0.92 2.18 -2.87
```
Positions in Å, forces in eV/Å.

Calculated values
Lowest unoccupied orbital energy ... -1.24 eV
ΔE to the lowest compared entry with this formula, charge and spin ... 1207.0 kJ/mol

=====

4.
ORCA calculation (ωB97M-V with the def2-TZVPD basis set) on an isolated molecule of C6H10N2 in a non-equilibrium geometry.

```
18
Properties=species:S:1:pos:R:3:forces:R:3
C -0.4699 0.1236 -0.6933 -1.58 2.22 -1.55
C 0.9711 -0.0040 -0.6904 2.80 -3.67 -2.29
C 1.1148 -0.4164 0.7256 2.01 2.52 4.14
C 0.0380 -1.4628 1.1896 -0.95 -0.97 -6.26
C -1.1489 -0.5516 0.5262 -0.29 -2.59 -1.04
C -0.6725 0.8210 0.5698 -0.94 3.16 2.14
H -0.8650 0.1614 -2.6149 1.02 -1.51 -3.34
H -0.9467 1.8167 -2.0065 -0.48 -4.58 0.47
H 1.5753 0.9793 -0.7849 -1.05 -1.78 -0.55
H 1.3227 -0.9117 -1.3582 -0.26 2.01 0.59
H 2.1406 -0.2731 1.0914 0.13 -1.87 -0.09
H 0.3004 -2.2717 0.2174 -1.21 1.28 3.30
H -0.3525 -1.9526 2.1113 1.56 0.75 -0.36
H -2.2688 -0.8221 0.3444 2.38 0.44 0.80
H -1.4384 1.6095 0.6440 0.76 -0.16 0.09
H 1.2337 1.6472 1.2883 -0.28 0.09 -0.65
N -1.1444 0.6526 -1.8600 -0.95 5.11 3.03
N 0.6103 0.8548 1.3000 -2.67 -0.47 1.56
```
Positions in Å, forces in eV/Å.

Calculated values
Lowest unoccupied orbital energy ... 0.90 eV
ΔE to the lowest compared entry with this formula, charge and spin ... 451.3 kJ/mol
SMILES string ... N[C@]12C[C@@H]3C[C@H]1[C@H]2N3

=====

5.
ORCA calculation (ωB97M-V with the def2-TZVPD basis set) on an isolated molecule of C6H10N2 in a non-equilibrium geometry.

```
18
Properties=species:S:1:pos:R:3:forces:R:3
C 0.3642 0.0342 0.5876 -0.57 0.01 -0.20
C 0.2661 1.5151 0.9822 0.15 -0.18 -0.12
C -1.6572 0.2505 -1.1421 -1.05 -0.60 1.30
C 0.7016 -0.2167 -0.8323 0.76 0.33 -0.18
N 1.2791 -0.6271 1.4439 0.22 -0.28 0.25
C 1.2736 -1.0858 -1.6116 0.11 -0.18 -0.02
C -1.1237 -0.4960 0.4692 1.03 1.47 -1.48
N -1.8132 -1.2148 1.1112 -0.60 -0.53 0.38
H 1.1959 -1.6338 1.4331 -0.01 0.05 0.05
H 1.3291 -0.2730 2.3878 -0.18 -0.04 -0.03
H -0.3765 2.0669 0.3024 -0.02 -0.01 -0.02
H -0.1422 1.5901 1.9917 0.02 -0.01 -0.03
H 1.2634 1.9560 0.9587 -0.03 -0.02 0.01
H -1.9301 -0.6254 -1.7176 -0.07 0.01 0.01
H -2.5193 0.7202 -0.6768 -0.26 0.00 -0.31
H -1.1546 0.9818 -1.7638 0.49 -0.07 0.35
H 1.2815 -0.9569 -2.6907 -0.02 0.00 0.04
H 1.7625 -1.9854 -1.2329 0.01 0.06 0.02
```
Positions in Å, forces in eV/Å.

Calculated values
Lowest unoccupied orbital energy (spin up / spin down) ... 0.05 / -0.95 eV
ΔE to the lowest compared entry with this formula, charge and spin ... 576.7 kJ/mol

=====

6.
ORCA calculation (ωB97M-V with the def2-TZVPD basis set) on an isolated molecule of C6H10N2 in a non-equilibrium geometry.

```
18
Properties=species:S:1:pos:R:3:forces:R:3
C 0.1797 0.2634 2.2051 0.86 -0.80 -2.15
C -0.2253 -0.0638 0.7366 -0.38 0.29 1.84
C 0.3540 0.5547 -0.2568 -0.21 1.40 -4.09
C -0.3196 0.1039 -1.6968 0.87 -1.62 3.93
C -1.4000 -0.8803 -1.0692 0.57 -1.41 -2.73
C -1.3067 -0.9708 0.2632 -1.96 0.12 0.84
H 2.2869 0.5984 1.7367 -1.01 -0.20 0.24
H 1.3463 1.9085 2.0709 0.42 -0.46 0.21
H -0.5595 0.9662 2.6008 0.05 -0.62 0.51
H 0.1908 -0.7655 2.5945 -0.05 0.70 1.04
H 0.8228 1.5650 -0.1710 0.25 -1.36 -0.12
H -0.8638 0.9563 -1.9817 -0.74 1.29 -0.74
H 0.1278 -1.1399 -3.2025 -0.59 -1.10 -0.86
H 1.4837 -0.6824 -2.5014 -0.17 0.16 0.50
H -2.0155 -1.5786 -1.7909 0.94 1.64 1.73
H -2.1798 -1.3986 0.9136 2.21 0.40 -1.09
N 1.5137 0.9306 2.3314 -0.93 0.46 0.01
N 0.5645 -0.3671 -2.7823 -0.15 1.11 0.93
```
Positions in Å, forces in eV/Å.

Calculated values
Lowest unoccupied orbital energy ... 0.89 eV
ΔE to the lowest compared entry with this formula, charge and spin ... 262.5 kJ/mol
SMILES string ... NCC1=C[C@@H](N)C=C1

=====

7.
ORCA calculation (ωB97M-V with the def2-TZVPD basis set) on an isolated molecule of C6H10N2 in a non-equilibrium geometry.

```
18
Properties=species:S:1:pos:R:3:forces:R:3
C -1.8228 -0.1302 -0.0250 2.87 -3.13 2.01
C -0.8648 -0.6161 -1.2433 0.54 -0.68 0.00
C 1.7099 -0.9238 -0.8170 0.21 -3.73 1.56
C 1.2935 0.3240 -0.1688 1.24 1.88 0.79
C 0.4220 0.1139 1.0803 0.97 -3.03 -2.85
C -0.9060 0.7449 0.6680 2.43 2.38 -0.20
H -2.0310 -0.9126 0.7952 -0.18 0.46 -1.83
H -2.6590 0.3696 -0.3248 -2.42 0.93 -1.09
H -1.3198 -0.3719 -2.1917 -0.12 0.49 -0.16
H -0.7474 -1.6844 -1.2891 -0.53 -0.69 0.37
H 1.4043 -1.7786 -0.0577 0.66 1.18 -1.76
H 2.6256 -1.3063 -1.4166 -1.62 1.49 0.73
H 1.8920 1.2908 -0.2454 -0.94 -1.23 -0.09
H 0.3505 -1.0131 1.3202 0.14 1.77 -0.22
H -0.1187 1.8008 2.1726 1.07 2.24 0.57
H -0.6230 1.6343 0.0651 -0.47 -0.44 0.07
N 0.5994 -0.1802 -1.3495 -1.00 0.95 -0.20
N -0.2800 0.8795 1.9504 -2.86 -0.81 2.32
```
Positions in Å, forces in eV/Å.

Calculated values
Lowest unoccupied orbital energy ... 1.18 eV
ΔE to the lowest compared entry with this formula, charge and spin ... 517.5 kJ/mol
SMILES string ... C1CN2C[C@@H]2[C@H]2N[C@H]12

=====

8.
ORCA calculation (ωB97M-V with the def2-TZVPD basis set) on a structure of composition C6H10N2 in a non-equilibrium geometry.

```
18
Properties=species:S:1:pos:R:3:forces:R:3
C -1.7778 -0.6988 1.1423 -1.27 2.85 -0.17
C -0.5758 -1.2257 0.3905 -2.07 -1.41 1.85
C 0.7258 -0.5885 0.9184 -1.16 -0.75 1.86
C 1.0729 -0.3322 -0.4915 2.75 -3.75 -1.69
C 1.4524 1.0264 -0.9228 0.97 3.80 -4.44
C -0.0102 1.5425 -1.3088 3.06 3.95 1.63
H -2.7467 -1.3193 0.8501 1.76 1.89 0.73
H -1.7129 -0.4614 2.3215 0.09 -1.08 -2.82
H -1.6217 0.5619 0.5218 -2.03 -3.50 2.51
H -0.7245 -2.3704 0.1234 1.05 2.18 0.75
H 0.4195 0.3626 1.3562 -0.11 0.04 0.22
H 1.2132 -1.1494 1.6971 1.07 -0.22 -0.17
H 1.5209 -1.3719 -0.9012 -0.08 2.79 0.36
H 2.0980 1.7758 -0.3623 -1.28 -1.30 0.40
H 1.9516 1.3271 -2.0030 -0.54 -2.07 2.14
H -0.0819 2.7435 -1.4456 -0.77 -3.35 0.00
N -0.8483 0.6434 -1.0652 -4.46 5.11 -1.67
N -0.3545 -0.4654 -0.8206 3.01 -5.18 -1.51
```
Positions in Å, forces in eV/Å.

Calculated values
Lowest unoccupied orbital energy ... 1.09 eV
ΔE to the lowest compared entry with this formula, charge and spin ... 627.6 kJ/mol

=====

9.
ORCA calculation (ωB97M-V with the def2-TZVPD basis set) on an isolated molecule of C6H10N2 in a non-equilibrium geometry.

```
18
Properties=species:S:1:pos:R:3:forces:R:3
C -2.4572 0.0541 -0.5899 0.08 -0.17 -0.10
C 1.5785 0.2383 -1.4594 0.23 0.13 -0.12
C 0.7697 -0.1065 1.2631 -0.29 -1.29 0.98
C -1.5534 -0.2313 0.5658 -0.14 0.20 0.15
C 0.4018 0.7275 -0.7024 -0.33 0.56 -1.08
C 1.9656 -0.5098 1.6047 0.26 0.22 -0.17
N -0.1685 0.0211 0.3102 0.41 0.46 0.30
N -1.9812 -0.6505 1.6751 0.04 0.11 -0.01
H -1.2333 -0.6908 2.3753 0.03 -0.07 -0.18
H 0.0260 1.7260 -0.9007 -0.10 -0.03 -0.05
H -2.4243 1.1140 -0.8513 0.03 -0.02 0.03
H -2.1489 -0.5107 -1.4712 -0.02 0.03 -0.01
H -3.4727 -0.2170 -0.3150 0.04 0.01 0.02
H 2.7376 -0.7886 0.8819 -0.11 -0.04 -0.04
H 2.2634 -0.5428 2.6459 -0.02 0.16 0.00
H 2.5310 0.3682 -0.9252 0.00 -0.08 0.07
H 1.4776 -0.8161 -1.7212 0.05 -0.05 0.06
H 1.6882 0.8149 -2.3856 -0.15 -0.12 0.15
```
Positions in Å, forces in eV/Å.

Calculated values
Lowest unoccupied orbital energy (spin up / spin down) ... 0.07 / 0.16 eV
ΔE to the lowest compared entry with this formula, charge and spin ... 436.1 kJ/mol

=====

10.
ORCA calculation (ωB97M-V with the def2-TZVPD basis set) on a structure of composition C6H10N2 in a non-equilibrium geometry.

```
18
Properties=species:S:1:pos:R:3:forces:R:3
C -0.1727 2.1093 0.3535 -1.80 -0.13 2.96
C -0.1605 0.6813 -0.2435 2.22 -0.03 -2.21
C 1.3812 0.1670 -0.3047 -3.77 0.31 1.61
C 1.1218 -1.2928 -0.3480 1.32 -1.78 -1.20
C -0.2816 -1.8221 0.5878 0.04 2.26 -2.38
C -2.2642 -0.3386 0.0038 -9.27 1.08 -4.23
H 0.1482 2.8377 -0.5436 -1.21 -1.20 2.54
H 0.6165 2.2547 1.4525 -2.37 -0.58 -3.79
H -1.4403 2.1063 0.9406 3.91 1.04 -2.23
H -0.4549 0.6010 -1.3851 0.21 0.97 2.11
H 2.0546 0.6175 -1.0187 -0.53 -0.18 -1.02
H 1.8904 0.3410 0.5777 0.57 1.01 2.38
H 1.0280 -1.2928 -1.5395 -0.59 -1.89 2.51
H 2.1316 -1.6933 -0.0177 -1.57 -0.74 -0.59
H -0.8016 -2.5397 -0.1649 0.76 1.01 1.87
H -0.3512 -2.1691 1.7646 0.81 1.03 -3.34
N -1.0280 -0.3927 0.3903 3.05 -0.92 1.12
N -3.4174 -0.1747 -0.5051 8.21 -1.26 3.89
```
Positions in Å, forces in eV/Å.

Calculated values
Lowest unoccupied orbital energy ... 0.70 eV
ΔE to the lowest compared entry with this formula, charge and spin ... 621.5 kJ/mol

=====

11.
ORCA calculation (ωB97M-V with the def2-TZVPD basis set) on a structure of composition C6H10N2 in a non-equilibrium geometry.

```
18
Properties=species:S:1:pos:R:3:forces:R:3
C -0.3890 -1.7322 -0.1721 -0.28 -2.90 -0.90
C -0.5838 0.2171 1.1853 -4.26 -3.20 4.22
C 0.0358 1.3091 0.4972 0.78 6.02 -1.15
C 0.9763 0.3402 -1.5965 -3.03 -2.07 -2.94
C 0.4196 -0.4853 -0.4285 4.87 -4.66 -2.08
C 0.7567 0.1412 0.8992 5.80 -2.64 1.10
H -0.0057 -2.7182 0.3029 0.04 1.42 -1.16
H -1.1274 -1.9538 -1.0307 1.81 -0.18 0.64
H -1.6343 -1.8550 1.5037 1.55 3.71 -1.88
H -0.7661 0.3907 2.2077 -0.91 0.61 1.17
H 0.0984 2.3584 0.9845 -0.28 -1.90 -0.54
H 0.5575 2.3758 -1.0493 -0.24 0.10 -0.71
H 1.9921 0.2020 -2.0646 -0.24 1.53 1.66
H 0.3671 0.0045 -2.6567 1.19 0.81 2.97
H -0.4538 -0.0777 -0.7052 -3.27 0.78 -0.35
H 1.5544 -0.3026 1.7357 -1.72 1.73 -2.67
N -1.2042 -1.0675 0.7752 -4.50 -2.22 3.34
N 0.0790 1.4725 -0.9945 2.70 3.06 -0.72
```
Positions in Å, forces in eV/Å.

Calculated values
Lowest unoccupied orbital energy ... 1.07 eV
ΔE to the lowest compared entry with this formula, charge and spin ... 870.6 kJ/mol

=====

12.
ORCA calculation (ωB97M-V with the def2-TZVPD basis set) on an isolated molecule of C6H10N2 in a non-equilibrium geometry.

```
18
Properties=species:S:1:pos:R:3:forces:R:3
C 0.1295 -0.1260 -0.8469 1.19 0.63 -1.14
C 1.2589 -0.5017 -0.0172 4.69 -0.62 2.56
C -0.6786 -1.1644 1.0526 -2.29 -0.39 0.84
C -1.1305 -0.3111 -0.1545 -2.28 -0.64 -0.56
C -0.4264 0.9933 -0.0323 -0.67 5.09 -1.31
C 0.1711 1.0281 1.4422 0.97 -1.63 -4.32
H -1.0116 0.3854 -2.3994 4.81 -1.98 -0.63
H 0.9814 0.3287 -2.6493 -2.91 -0.99 0.61
H 2.0902 -1.3438 -0.1766 -2.92 0.46 0.25
H 2.1035 0.2784 0.0714 -1.61 -0.22 -0.37
H -1.3133 -1.3062 2.0145 0.75 0.65 -1.77
H -0.5032 -2.1632 0.6378 0.31 0.06 0.44
H -1.9567 -0.3746 -0.9265 0.51 -0.44 1.75
H -0.6874 2.0246 -0.6560 0.19 -2.86 1.81
H 1.0578 1.6980 1.6089 -0.99 -0.88 -0.05
H -0.7100 1.2398 1.9642 -0.73 0.12 1.88
N 0.0939 -0.2305 -2.2655 -1.76 3.64 -1.33
N 0.5314 -0.4548 1.3327 2.76 0.02 1.32
```
Positions in Å, forces in eV/Å.

Calculated values
Lowest unoccupied orbital energy ... 0.91 eV
ΔE to the lowest compared entry with this formula, charge and spin ... 473.2 kJ/mol
SMILES string ... N[C@@]12CN3C[C@@H]1[C@@H]2C3

=====

13.
ORCA calculation (ωB97M-V with the def2-TZVPD basis set) on a cluster of 2 separate species, C6H10N2 in total in a non-equilibrium geometry.

```
18
Properties=species:S:1:pos:R:3:forces:R:3
C 2.2719 1.0271 1.3164 0.45 -0.77 -0.02
N -1.3901 1.8405 0.4023 -0.04 -0.41 -0.19
C -0.2329 1.1542 0.5834 1.35 0.59 1.07
C 0.8631 0.8100 0.9924 -1.29 0.87 -0.56
H -1.9942 1.8017 1.2105 -0.10 0.07 -0.07
H -1.8833 1.6263 -0.4539 -0.11 -0.12 0.10
H 2.6471 1.9511 0.8753 -0.04 0.01 0.01
H 2.4210 1.0737 2.3974 -0.02 0.00 -0.05
H 2.8862 0.1949 0.9428 0.02 0.24 0.15
C 0.9819 -1.8404 -0.6230 1.15 0.28 1.31
N -2.6262 -0.3856 -1.2692 0.02 0.30 0.52
C -1.3634 -0.8670 -1.0907 0.37 -1.42 -0.81
C -0.3160 -1.4836 -1.1040 -1.59 1.28 0.35
H -2.9586 -0.5116 -2.2034 -0.24 -0.03 -0.43
H -3.2863 -0.7412 -0.5865 0.08 0.04 -0.17
H 0.9854 -1.4925 0.4793 0.13 -1.03 -1.49
H 1.1993 -2.9000 -0.7958 0.07 0.16 0.48
H 1.7950 -1.2579 -1.0735 -0.23 -0.06 -0.19
```
Positions in Å, forces in eV/Å.

Calculated values
Lowest unoccupied orbital energy ... 0.78 eV
ΔE to the lowest compared entry with this formula, charge and spin ... 437.6 kJ/mol
SMILES string ... CC#CN.CC#CN